# 1
Below is a single C4H8OS2 molecule in a non-equilibrium geometry, with properties calculated with ωB97M-V/def2-TZVPD.

```
15
C4H8OS2 (ωB97M-V/def2-TZVPD)
H 0.88490 -1.38201 0.74794
H -0.91157 3.63027 1.61121
H -1.96864 2.24476 2.14684
C -1.34289 2.65316 1.35359
H 1.32106 -3.08575 -1.19803
H 1.48275 -0.08043 -0.25586
O 2.90692 -2.17510 -1.50464
H -0.64730 -1.85320 -1.22385
H -0.63534 -0.11488 -1.58531
C 1.79615 -2.11445 -1.03629
H -1.96846 2.86594 0.51132
S 0.05830 1.58190 1.04337
C -0.39053 -0.85214 -0.82232
C 0.98713 -1.04494 -0.27738
S -1.57249 -0.27312 0.48942
```

multiplicity	1
HOMO	-9.0	eV
max |F|	3.42	eV/A
lowest unoccupied orbital energy	-0.052	Eh
net charge	0
ΔE to the lowest compared entry with this formula, charge and spin	2.147	eV
total energy	-27993.5536	eV
gap between HOMO and LUMO	7.59	eV

Here are the Löwdin charges for atoms 1 to 4, given in e: number 1, H, carries 0.1013; number 2, H, carries 0.0311; number 3, H, carries 0.0229; number 4, C, carries -0.5735

# 2
Below is 2 unconnected molecules or ions with the total composition CH3NO2P in a non-equilibrium geometry, with properties calculated with ωB97M-V/def2-TZVPD.

```
8
CH3NO2P (ωB97M-V/def2-TZVPD)
O -0.75072 1.07026 -0.59046
O -2.33484 -1.03754 0.41305
H 0.84000 1.66415 0.96353
P 0.09021 0.46654 0.49490
H 1.01260 -0.91541 -0.75805
N 1.57693 -0.24100 -0.30332
C -2.76305 -0.33761 -0.39415
H 2.32887 -0.66939 0.17449
```

multiplicity	1
HOMO	-2.3	eV
max |F|	3.20	eV/A
lowest unoccupied orbital energy	0.165	Eh
net charge	-1
ΔE to the lowest compared entry with this formula, charge and spin	1.107	eV
total energy	-15959.7958	eV
gap between HOMO and LUMO	6.76	eV

Here are the Löwdin charges for atoms 1 to 4, given in e: number 1, O, carries -0.6759; number 2, O, carries -0.1332; number 3, H, carries -0.1246; number 4, P, carries 0.4078

# 3
Below is 3 unconnected molecules or ions with the total composition C25H60BBrN2O5P, with properties calculated with ωB97M-V/def2-TZVPD.

```
95
C25H60BBrN2O5P (ωB97M-V/def2-TZVPD)
H 6.35520 -1.63812 -2.12061
H -5.75521 2.30605 -4.66295
H 0.18672 3.32144 0.73724
H 3.75259 -1.53755 -2.88728
C -3.81176 2.31924 -2.65437
H -1.16115 0.32948 4.44040
N -5.12257 2.96091 -2.78855
C -8.16360 3.72893 -1.40628
H -3.80571 0.23156 2.53559
B 1.55071 2.50427 -1.19571
H 6.74902 -3.83160 -0.68436
H -1.06564 -1.22870 0.75239
H -1.71730 -1.34843 3.49384
H 3.56939 -4.06700 -1.20104
H 5.34926 -0.15800 -2.16692
H -4.35747 0.19981 -2.55248
H -5.82308 1.90464 -0.20200
C 3.63720 -2.09018 -1.95142
H -0.64295 -3.61194 2.63301
H 2.80223 2.48926 1.28269
H -2.38655 1.57262 4.57565
H 0.52909 1.97473 -0.76422
H 0.63012 -0.04108 3.43221
Br 3.52894 4.98083 0.09101
O 4.61197 -1.70429 -0.99224
H 4.19852 1.46762 0.95194
H 1.68591 0.35328 4.78239
C 5.08916 -5.44536 -2.92410
H -7.45627 3.90575 -3.72755
H 1.53089 2.56703 -2.41440
C 3.66329 -3.58640 -2.18418
H 2.79418 0.66746 -1.12349
H -0.31547 2.37844 5.46231
C -2.79056 0.05830 2.17061
H -3.14129 -1.97398 2.72416
H 0.35122 -2.14947 2.70000
O 6.47423 -5.88571 -0.91891
H -2.04937 -2.67941 0.90595
C 0.97393 2.08911 3.74334
H 5.67087 -3.56458 -2.45853
H 0.41414 -3.16274 1.26189
C -1.87026 1.22863 2.55355
H 4.25504 -5.90647 -3.46385
H -7.19328 4.07127 -1.03220
C -7.46734 2.83469 -3.50561
H -2.42818 2.15350 2.37528
C -2.27104 -1.33086 2.55982
H -0.78376 3.27818 4.03992
P 1.43660 4.38613 -0.65064
N 4.86938 -4.00363 -2.89010
C -6.07790 2.24450 -3.61883
C -3.74414 0.93571 -2.01579
C 2.90200 1.70065 -0.76193
C 6.44302 -4.71532 -0.11930
H -6.15258 1.18026 -3.35473
H 6.27034 -0.56385 -0.70985
H 2.66249 -1.82496 -1.53257
O 0.52526 4.22868 0.76169
H 4.41355 -6.06733 -0.93396
C 2.44070 0.37218 1.37295
H -3.18660 2.98631 -2.06144
H -6.00929 0.34970 -1.06216
H 2.88912 -0.52868 0.94598
H -2.70994 0.59262 -2.09354
H 1.67893 2.66032 4.35104
H 2.78877 -3.86897 -2.77849
H 1.37629 0.33829 1.12232
H -2.88083 0.05613 1.08645
H 3.78493 2.09296 -1.27341
H 7.15936 -4.85257 0.69102
H 5.33411 -7.25331 -1.84068
H -5.53408 0.39119 0.64719
C -1.40713 -1.98793 1.45613
H 3.47534 1.00118 3.16060
H -8.65059 4.55151 -1.93880
C -1.48601 1.28117 4.02675
H -1.00945 1.28872 1.88103
H -5.51455 3.08661 -1.86632
H 5.45511 -4.54404 0.31391
H -8.78106 3.45234 -0.55304
H 1.00888 2.51842 2.74283
C -5.42351 0.89280 -0.31581
C 5.27381 -6.18734 -1.60330
C 5.69833 -0.97997 -1.53732
H 2.91987 -0.70433 3.16256
O -8.04374 2.58571 -2.22889
H -8.11145 2.34737 -4.24382
C -0.40606 2.30603 4.37737
O -4.04672 0.90637 -0.63042
H 5.98733 -5.61844 -3.52288
H -3.35598 2.26433 -3.64724
C 1.42198 0.63497 3.75791
C -0.24303 -2.78532 2.04491
C 3.12666 1.59073 0.75382
C 2.65848 0.32694 2.90685
```

multiplicity	1
HOMO	-3.9	eV
max |F|	0.96	eV/A
lowest unoccupied orbital energy	0.086	Eh
net charge	-1
total energy	-120123.5940	eV
gap between HOMO and LUMO	6.24	eV

Here are the Löwdin charges for atoms 1 to 4, given in e: number 1, H, carries 0.0717; number 2, H, carries 0.1226; number 3, H, carries -0.0261; number 4, H, carries 0.1266

# 4
Below is a gas-phase ion, C5H15N4 (charge +1) in a non-equilibrium geometry, with properties calculated with ωB97M-V/def2-TZVPD.

```
24
C5H15N4 (ωB97M-V/def2-TZVPD)
H 3.13772 -0.55238 0.92108
H 0.07927 1.95454 -0.45105
N 2.19587 0.12745 -0.97229
H 0.70834 1.21627 1.26286
H -1.08897 -2.24155 -1.33031
C 2.46998 0.31847 0.37721
H 2.90586 1.27329 0.67693
H -1.90164 -0.05072 -1.19445
C -1.28838 0.39451 -0.41101
H -0.79537 1.64553 -1.91942
H -3.02829 0.22276 0.95436
N -0.48146 1.31090 -1.02746
N 0.48519 -0.92404 0.88160
C -2.19733 0.83870 0.73942
H -1.58630 -2.67319 0.24842
H 0.15110 -2.89476 -0.07722
H -2.72411 1.80666 0.36667
H -1.68511 1.03195 1.66420
H 2.03756 -0.69289 -1.34793
C 1.12017 0.23512 1.29730
C -0.82396 -2.25228 -0.33528
N -0.43119 -0.93605 0.10190
H 1.44486 0.10419 2.29800
H 2.33987 0.96768 -1.56780
```

multiplicity	1
HOMO	-12.7	eV
max |F|	7.26	eV/A
lowest unoccupied orbital energy	-0.154	Eh
net charge	+1
ΔE to the lowest compared entry with this formula, charge and spin	2.948	eV
total energy	-11379.0807	eV
gap between HOMO and LUMO	8.48	eV

Here are the Löwdin charges for atoms 1 to 4, given in e: number 1, H, carries 0.1654; number 2, H, carries 0.1068; number 3, N, carries 0.0362; number 4, H, carries 0.0880

# 5
Below is 2 unconnected molecules or ions with the total composition C2H8NS, with properties calculated with ωB97M-V/def2-TZVPD.

```
12
C2H8NS (ωB97M-V/def2-TZVPD)
H 1.33280 -0.58815 -0.67187
H -1.55451 0.11013 1.33738
S 3.54461 1.40296 0.02267
H -1.82541 -1.55822 0.90683
N 0.63080 -0.48155 0.05555
H -0.85512 0.51590 -1.11164
H 3.87043 2.69757 0.17451
C -0.69069 -0.41217 -0.54886
C -1.78024 -0.55213 0.49184
H -2.76141 -0.30553 0.07374
H 0.84887 0.37157 0.57214
H -0.76012 -1.20038 -1.30229
```

multiplicity	1
HOMO	-2.6	eV
max |F|	0.50	eV/A
lowest unoccupied orbital energy	0.139	Eh
net charge	-1
ΔE to the lowest compared entry with this formula, charge and spin	0.110	eV
total energy	-14529.9835	eV
gap between HOMO and LUMO	6.34	eV

Here are the Löwdin charges for atoms 1 to 4, given in e: number 1, H, carries 0.0270; number 2, H, carries 0.0671; number 3, S, carries -0.3404; number 4, H, carries 0.0579

# 6
Below is a single CH3N2O2P molecule in a non-equilibrium geometry, with properties calculated with ωB97M-V/def2-TZVPD.

```
9
CH3N2O2P (ωB97M-V/def2-TZVPD)
H 0.48420 -1.70456 0.81469
H -0.22984 -0.69267 -1.85101
N -2.57923 0.05882 0.44759
O 1.02679 1.45824 0.46305
P 1.08750 0.03720 -0.39112
C -1.80048 0.10704 -0.37869
N -0.33071 0.17733 -1.29422
O 0.85296 -0.84494 0.96415
H 1.48882 1.40355 1.22556
```

multiplicity	1
HOMO	-10.0	eV
max |F|	6.87	eV/A
lowest unoccupied orbital energy	-0.001	Eh
net charge	0
ΔE to the lowest compared entry with this formula, charge and spin	2.330	eV
total energy	-17448.4259	eV
gap between HOMO and LUMO	9.96	eV

Here are the Löwdin charges for atoms 1 to 4, given in e: number 1, H, carries 0.0412; number 2, H, carries 0.0328; number 3, N, carries 0.0904; number 4, O, carries -0.2242

Question: Look up the multiplicity of the fifth one.
Answer: 1

Question: Number 3 is which compound?
Answer: C25H60BBrN2O5P

Question: Which value of lowest unoccupied orbital energy does entry 6 give?
Answer: -0.001 Eh